# 1
This record from OMol25 describes a molecular structure, C23H34CuF6N2O2Sb. The level of theory is wB97M-V/def2-TZVPD.

Each line ends with the natural charge from an NBO analysis.
Geometry (Å):
1 Cu 0.16 0.75 0.09  1.33
2 C 1.68 0.05 1.39  -0.18
3 C 0.95 -1.25 1.55  0.06
4 C 0.72 -1.70 0.28  0.01
5 C 1.40 -0.72 -0.64  -0.21
6 C 2.17 0.21 0.08  -0.08
7 C 3.15 1.24 -0.45  -0.09
8 C 2.74 1.72 -1.84  -0.61
9 C 4.53 0.55 -0.52  -0.60
10 C 3.23 2.43 0.51  -0.61
11 C -0.01 -2.87 -0.35  -0.11
12 C 1.02 -3.98 -0.61  -0.59
13 C -0.61 -2.43 -1.70  -0.61
14 C -1.19 -3.42 0.46  -0.60
15 C 0.68 -1.78 2.95  -0.12
16 C 1.50 -0.98 3.98  -0.60
17 C -0.80 -1.65 3.36  -0.61
18 C 1.17 -3.23 3.07  -0.59
19 H 1.90 0.72 2.20  0.26
20 H 1.38 -0.79 -1.72  0.25
21 H 2.70 0.89 -2.55  0.21
22 H 3.48 2.43 -2.21  0.22
23 H 1.77 2.21 -1.82  0.22
24 H 4.50 -0.30 -1.21  0.21
25 H 4.84 0.19 0.46  0.21
26 H 5.27 1.26 -0.88  0.22
27 H 2.25 2.91 0.62  0.23
28 H 3.93 3.17 0.11  0.22
29 H 3.59 2.14 1.49  0.21
30 H 1.86 -3.61 -1.20  0.20
31 H 0.55 -4.79 -1.17  0.22
32 H 1.42 -4.39 0.32  0.21
33 H 0.15 -2.24 -2.46  0.19
34 H -1.24 -1.55 -1.59  0.24
35 H -1.24 -3.24 -2.08  0.23
36 H -0.92 -3.76 1.45  0.20
37 H -1.61 -4.28 -0.07  0.21
38 H -1.98 -2.67 0.55  0.25
39 H 1.13 0.04 4.09  0.21
40 H 2.56 -0.95 3.72  0.20
41 H 1.41 -1.46 4.95  0.23
42 H -1.12 -0.61 3.32  0.23
43 H -0.91 -2.00 4.39  0.21
44 H -1.47 -2.23 2.73  0.24
45 H 2.24 -3.30 2.84  0.21
46 H 0.65 -3.92 2.40  0.21
47 H 1.02 -3.58 4.09  0.22
48 O -0.39 2.45 0.76  -0.58
49 N -1.08 3.10 -0.11  0.20
50 N -1.27 2.50 -1.20  0.16
51 O -0.75 1.30 -1.46  -0.65
52 C -2.04 3.13 -2.23  0.17
53 C -1.81 2.75 -3.54  -0.23
54 C -2.54 3.36 -4.55  -0.20
55 C -3.50 4.31 -4.23  -0.20
56 C -3.72 4.66 -2.91  -0.20
57 C -3.00 4.06 -1.89  -0.21
58 H -1.07 1.99 -3.76  0.24
59 H -2.38 3.07 -5.58  0.22
60 H -4.07 4.78 -5.02  0.22
61 H -4.48 5.39 -2.66  0.22
62 H -3.18 4.29 -0.85  0.25
63 F -1.75 -0.24 0.79  -0.74
64 Sb -3.68 -0.04 0.99  3.19
65 F -3.32 0.87 2.60  -0.68
66 F -3.68 -1.69 1.90  -0.68
67 F -5.53 0.14 1.16  -0.67
68 F -3.82 -0.97 -0.65  -0.68
69 F -3.55 1.59 0.04  -0.69

Output
HOMO energy (spin up / spin down)   -9.13 / -9.13 eV
Energy relative to the best compared isomer or geometry (same formula, charge and spin)   0.0 kcal/mol
LUMO energy (spin up / spin down)   -2.74 / -2.75 eV
Calculated total energy   -3636.71897 hartree

***

# 2
This record from OMol25 describes a single C23H34N2O4 molecule. The level of theory is wB97M-V/def2-TZVPD.

Each line ends with the natural charge from an NBO analysis.
Geometry (Å):
1 C 6.72 2.50 2.62  -0.24
2 O 6.02 2.62 1.41  -0.55
3 C 6.82 3.13 0.36  -0.05
4 C 6.02 3.13 -0.95  -0.51
5 C 5.88 1.72 -1.51  0.69
6 O 6.70 1.30 -2.30  -0.64
7 N 4.85 0.95 -1.09  -0.44
8 C 3.79 1.32 -0.18  -0.21
9 C 2.46 1.40 -0.92  -0.44
10 C 2.16 0.05 -1.59  0.10
11 O 1.00 0.11 -2.40  -0.50
12 C -0.24 0.10 -1.84  0.31
13 C -1.30 0.25 -2.74  -0.25
14 C -2.60 0.23 -2.30  -0.16
15 C -2.89 0.06 -0.95  -0.16
16 C -4.31 0.12 -0.47  0.68
17 O -4.89 1.18 -0.34  -0.62
18 N -4.90 -1.07 -0.19  -0.44
19 C -4.29 -2.35 -0.43  -0.20
20 C -3.81 -3.09 0.83  -0.41
21 C -4.93 -3.49 1.79  -0.41
22 C -5.14 -2.54 2.97  -0.39
23 C -5.19 -1.04 2.65  -0.40
24 C -6.35 -0.58 1.77  -0.42
25 C -6.26 -1.03 0.30  -0.22
26 C -1.84 -0.08 -0.06  -0.19
27 C -0.52 -0.06 -0.49  -0.27
28 C 3.33 -0.33 -2.50  -0.41
29 C 4.64 -0.34 -1.71  -0.23
30 H 7.57 1.82 2.52  0.17
31 H 7.10 3.48 2.95  0.17
32 H 6.02 2.11 3.35  0.19
33 H 7.72 2.51 0.23  0.18
34 H 7.14 4.15 0.60  0.17
35 H 5.06 3.62 -0.80  0.22
36 H 6.59 3.69 -1.69  0.25
37 H 4.02 2.25 0.33  0.24
38 H 3.73 0.54 0.59  0.19
39 H 1.66 1.68 -0.24  0.22
40 H 2.52 2.16 -1.70  0.21
41 H 2.04 -0.73 -0.82  0.17
42 H -1.06 0.38 -3.79  0.23
43 H -3.41 0.36 -3.01  0.22
44 H -5.02 -2.99 -0.95  0.19
45 H -3.43 -2.20 -1.09  0.23
46 H -3.07 -2.48 1.35  0.20
47 H -3.30 -3.99 0.48  0.21
48 H -5.86 -3.61 1.24  0.19
49 H -4.70 -4.47 2.22  0.21
50 H -6.06 -2.82 3.49  0.20
51 H -4.32 -2.69 3.68  0.20
52 H -4.26 -0.73 2.18  0.19
53 H -5.26 -0.51 3.60  0.21
54 H -7.30 -0.94 2.19  0.20
55 H -6.36 0.51 1.79  0.23
56 H -6.82 -0.31 -0.30  0.23
57 H -6.71 -2.01 0.16  0.19
58 H -2.04 -0.19 1.00  0.21
59 H 0.26 -0.17 0.24  0.21
60 H 3.15 -1.32 -2.93  0.22
61 H 3.39 0.39 -3.31  0.21
62 H 5.48 -0.54 -2.36  0.26
63 H 4.60 -1.11 -0.92  0.18

Output
HOMO energy   -8.53 eV
Energy relative to the best compared isomer or geometry (same formula, charge and spin)   29.4 kcal/mol
LUMO energy   0.64 eV
SMILES string   COCCC(=O)N1CCC(Oc2ccc(C(=O)N3CCCCCCC3)cc2)CC1
Calculated total energy   -1307.30724 hartree

***

# 3
This record from OMol25 describes a single C23H34N2O5 molecule. The level of theory is wB97M-V/def2-TZVPD.

Each line ends with the natural charge from an NBO analysis.
Geometry (Å):
1 C -7.47 0.40 2.30  -0.25
2 O -7.35 1.48 1.41  -0.55
3 C -8.04 1.31 0.19  -0.05
4 C -7.14 0.85 -0.97  -0.52
5 C -6.52 -0.51 -0.71  0.69
6 O -7.10 -1.53 -1.05  -0.64
7 N -5.32 -0.56 -0.09  -0.45
8 C -4.53 0.54 0.39  -0.22
9 C -3.25 0.69 -0.44  -0.44
10 C -2.45 -0.62 -0.38  0.10
11 O -1.33 -0.59 -1.24  -0.51
12 C -0.21 0.10 -0.90  0.38
13 C 0.80 0.13 -1.87  -0.27
14 C 1.99 0.78 -1.63  -0.18
15 C 2.21 1.42 -0.42  -0.15
16 C 3.48 2.18 -0.18  0.67
17 O 3.56 3.37 -0.43  -0.62
18 N 4.51 1.47 0.33  -0.43
19 C 5.81 2.09 0.46  -0.22
20 C 6.91 1.13 0.00  -0.42
21 C 6.37 0.25 -1.13  -0.40
22 C 5.25 -0.66 -0.61  -0.25
23 C 5.77 -2.02 -0.13  -0.05
24 O 6.65 -1.85 0.96  -0.55
25 C 7.17 -3.06 1.44  -0.24
26 C 4.50 0.05 0.53  -0.23
27 C 1.21 1.40 0.54  -0.16
28 C 0.01 0.75 0.31  -0.33
29 C -3.34 -1.78 -0.84  -0.41
30 C -4.62 -1.83 -0.01  -0.23
31 H -7.13 -0.54 1.85  0.17
32 H -6.84 0.64 3.16  0.19
33 H -8.50 0.28 2.64  0.17
34 H -8.46 2.29 -0.07  0.19
35 H -8.87 0.60 0.31  0.18
36 H -6.38 1.60 -1.18  0.21
37 H -7.77 0.74 -1.85  0.24
38 H -5.11 1.46 0.40  0.24
39 H -4.25 0.32 1.43  0.19
40 H -2.66 1.52 -0.07  0.22
41 H -3.51 0.88 -1.48  0.21
42 H -2.13 -0.81 0.66  0.17
43 H 0.61 -0.38 -2.80  0.22
44 H 2.75 0.80 -2.40  0.22
45 H 5.79 3.00 -0.15  0.24
46 H 5.97 2.39 1.50  0.19
47 H 7.23 0.49 0.81  0.22
48 H 7.77 1.71 -0.35  0.22
49 H 7.18 -0.35 -1.55  0.21
50 H 5.98 0.89 -1.92  0.21
51 H 4.55 -0.87 -1.43  0.21
52 H 6.29 -2.53 -0.95  0.17
53 H 4.92 -2.65 0.18  0.17
54 H 7.83 -2.81 2.27  0.20
55 H 7.74 -3.58 0.67  0.17
56 H 6.37 -3.72 1.80  0.17
57 H 3.47 -0.31 0.60  0.23
58 H 5.01 -0.16 1.47  0.21
59 H 1.37 1.91 1.48  0.22
60 H -0.74 0.76 1.09  0.22
61 H -2.79 -2.72 -0.74  0.22
62 H -3.58 -1.63 -1.89  0.21
63 H -5.29 -2.61 -0.38  0.26
64 H -4.38 -2.04 1.04  0.18

Output
HOMO energy   -8.54 eV
Energy relative to the best compared isomer or geometry (same formula, charge and spin)   35.2 kcal/mol
LUMO energy   0.62 eV
SMILES string   COCCC(=O)N1CCC(Oc2ccc(C(=O)N3CCC[C@@H](COC)C3)cc2)CC1
Calculated total energy   -1382.52862 hartree

***

> The highest calculated total energy belongs to which entry?

C23H34N2O4